C48H49Cl2IN7OS2Si2SnTe2 as an isolated structure, computed with wB97M-V/def2-TZVPD.

Computed properties:
Energy = -154039.09958 eV
F_max = 6.74 eV/A
HOMO-LUMO gap = 5.25 eV
ΔE to the lowest compared entry with this formula, charge and spin = 107.7 kcal/mol

Structure (ORCA input):
```
! RIJCOSX wB97M-V def2-TZVPD def2/J DEFGRID3
* xyz -1 1
Sn -9.653 -17.433 -24.149
S -11.292 -20.006 -24.991
C -12.918 -20.213 -24.540
C -13.206 -21.086 -23.438
C -14.522 -21.245 -23.098
C -14.923 -22.105 -21.905
N -15.242 -22.761 -21.062
C -15.572 -20.693 -23.850
C -15.259 -19.807 -24.877
C -13.950 -19.489 -25.189
S -13.624 -18.214 -26.425
C -16.970 -20.934 -23.520
N -18.104 -21.121 -23.352
H -12.328 -21.498 -22.877
H -16.022 -19.401 -25.533
C -9.600 -9.154 -13.011
O -10.254 -10.367 -13.367
C -10.176 -10.928 -14.658
C -9.229 -10.553 -15.616
C -9.297 -11.181 -16.866
C -10.256 -12.164 -17.154
C -11.081 -12.538 -16.184
C -11.024 -12.016 -14.855
C -10.399 -12.814 -18.450
N -11.094 -13.897 -18.605
C -10.763 -14.374 -19.879
C -9.767 -13.568 -20.434
N -9.617 -12.508 -19.513
C -9.056 -13.859 -21.614
C -8.068 -13.130 -22.251
C -7.584 -13.593 -23.477
C -8.065 -14.791 -23.976
N -8.958 -15.543 -23.409
C -9.514 -15.170 -22.233
C -10.560 -15.913 -21.773
N -10.889 -16.953 -22.543
C -12.035 -17.689 -22.148
C -12.734 -17.384 -21.054
C -12.304 -16.253 -20.112
C -11.258 -15.558 -20.516
H -9.950 -9.004 -11.978
H -9.875 -8.389 -13.736
H -8.511 -9.354 -13.020
H -8.560 -9.743 -15.517
H -8.666 -10.941 -17.741
H -11.793 -13.228 -16.539
H -11.700 -12.409 -14.056
H -8.955 -11.716 -19.561
H -7.868 -12.152 -21.904
H -7.013 -13.016 -24.117
H -7.769 -15.153 -25.041
H -12.358 -18.501 -22.818
H -13.741 -17.862 -21.011
H -12.806 -16.118 -19.159
Cl -10.926 -20.078 -28.743
C -10.597 -18.584 -28.020
Cl -8.823 -18.177 -28.142
H -10.939 -18.647 -26.970
H -11.160 -17.792 -28.549
I -6.873 -23.681 -20.261
C -8.018 -21.958 -20.391
C -8.595 -21.698 -21.636
C -9.299 -20.486 -21.743
C -9.291 -19.579 -20.666
C -8.685 -19.914 -19.501
N -8.090 -21.179 -19.365
H -8.529 -22.358 -22.505
H -9.800 -20.066 -22.630
H -9.842 -18.677 -20.779
H -8.522 -19.272 -18.630
Te -13.968 -16.173 -25.246
C -12.119 -15.089 -25.430
C -11.080 -15.106 -26.392
C -10.157 -14.136 -26.485
C -10.091 -13.114 -25.526
C -11.057 -13.017 -24.531
C -11.991 -14.071 -24.421
H -11.040 -15.987 -27.101
H -9.349 -14.204 -27.164
H -9.344 -12.323 -25.647
H -11.072 -12.274 -23.734
H -12.646 -14.162 -23.544
C -4.848 -15.565 -19.635
Si -6.294 -16.809 -19.416
C -5.578 -18.144 -18.325
C -7.772 -15.976 -18.657
C -6.846 -17.272 -21.128
Te -5.869 -18.844 -22.265
C -5.500 -17.523 -24.020
Si -4.741 -18.293 -25.424
C -5.034 -17.356 -27.058
C -5.330 -20.132 -25.649
C -2.891 -18.184 -25.130
H -4.742 -15.170 -18.674
H -5.223 -14.760 -20.393
H -3.934 -16.120 -20.147
H -4.506 -18.015 -17.990
H -5.502 -19.044 -18.954
H -6.197 -18.362 -17.481
H -7.502 -15.825 -17.670
H -8.653 -16.595 -18.562
H -8.112 -15.098 -19.144
H -6.596 -16.392 -21.687
H -7.893 -17.464 -21.322
H -5.000 -16.543 -23.812
H -6.481 -17.164 -24.355
H -6.060 -17.261 -27.426
H -4.365 -17.782 -27.852
H -4.703 -16.320 -27.022
H -6.407 -20.128 -25.682
H -5.007 -20.659 -24.735
H -4.923 -20.467 -26.574
H -2.212 -18.331 -25.999
H -2.486 -18.926 -24.386
H -2.704 -17.244 -24.547
*
```

Mulliken population analysis, charges in e, atoms 1 to 99:
1 Sn 0.270
2 S -0.193
3 C 0.167
4 C -0.608
5 C 0.695
6 C -0.300
7 N -0.498
8 C 0.471
9 C -0.833
10 C 0.180
11 S -0.205
12 C -0.096
13 N -0.572
14 H 0.424
15 H 0.541
16 C -0.752
17 O -0.435
18 C 0.798
19 C -0.589
20 C -0.507
21 C 0.291
22 C -0.392
23 C -0.719
24 C -0.093
25 N -0.779
26 C 0.527
27 C -0.585
28 N 0.024
29 C 0.689
30 C -0.876
31 C -2.187
32 C -0.154
33 N 0.512
34 C 0.481
35 C 0.453
36 N 0.612
37 C 0.005
38 C -0.946
39 C -0.545
40 C 0.183
41 H 0.235
42 H 0.322
43 H 0.295
44 H 0.430
45 H 0.193
46 H 0.605
47 H 0.341
48 H 0.289
49 H 0.548
50 H 0.746
51 H 0.341
52 H -0.634
53 H 0.401
54 H 0.544
55 Cl -0.161
56 C 0.550
57 Cl -0.183
58 H -0.740
59 H 0.332
60 I 0.030
61 C 0.168
62 C -0.584
63 C -0.103
64 C 0.243
65 C -0.453
66 N -0.572
67 H 0.384
68 H 0.134
69 H 0.176
70 H 0.502
71 Te 0.245
72 C -0.155
73 C 0.728
74 C -0.639
75 C -0.061
76 C -1.079
77 C -0.234
78 H -0.145
79 H 0.493
80 H 0.397
81 H 0.320
82 H 0.265
83 C -1.136
84 Si 0.297
85 C -1.075
86 C -0.723
87 C 0.549
88 Te 0.091
89 C -0.029
90 Si 0.293
91 C -0.896
92 C -0.953
93 C -1.056
94 H 0.416
95 H 0.228
96 H 0.208
97 H 0.317
98 H 0.288
99 H 0.396


C42H65BN6O2PTi as an isolated structure, computed with wB97M-V/def2-TZVPD.

Computed properties:
Energy = -90723.63812 eV
F_max = 1.79 eV/A
HOMO-LUMO gap (alpha / beta) = 6.34 / 7.49 eV
ΔE to the lowest compared entry with this formula, charge and spin = 22.5 kcal/mol

Structure (ORCA input):
```
! RIJCOSX wB97M-V def2-TZVPD def2/J DEFGRID3
* xyz 1 3
Ti -0.674 1.496 -0.450
C -2.886 3.351 1.281
C -2.072 4.429 0.553
C -1.834 4.341 -0.938
C -2.354 5.322 -1.779
C -2.043 5.307 -3.128
C -1.203 4.317 -3.622
C -0.748 3.357 -2.738
N -1.068 3.360 -1.438
N -2.488 1.916 1.253
C -1.535 1.559 2.335
C -0.329 2.439 2.317
C 0.152 3.063 3.454
C 1.233 3.924 3.343
C 1.777 4.129 2.086
C 1.247 3.452 1.003
N 0.212 2.610 1.101
C -3.724 1.157 1.528
C -3.624 -0.344 1.470
C -4.339 -1.118 2.377
C -4.352 -2.495 2.212
C -3.637 -3.047 1.166
C -2.937 -2.192 0.331
N -2.932 -0.869 0.465
H -3.898 3.384 0.871
H -2.975 3.672 2.329
H -1.121 4.609 1.053
H -2.652 5.343 0.707
H -2.982 6.096 -1.361
H -2.439 6.070 -3.785
H -0.904 4.272 -4.658
H -0.084 2.560 -3.061
H -1.245 0.513 2.164
H -2.026 1.605 3.319
H -0.327 2.872 4.404
H 1.636 4.424 4.212
H 2.611 4.796 1.928
H 1.666 3.564 0.013
H -4.482 1.472 0.808
H -4.104 1.442 2.520
H -4.883 -0.647 3.184
H -4.908 -3.122 2.896
H -3.596 -4.114 0.999
H -2.362 -2.594 -0.484
N -3.528 1.522 -1.741
C -3.822 1.130 -3.120
C -2.635 0.457 -3.788
C -2.035 -0.686 -2.980
N -0.993 -0.231 -2.035
H -3.524 0.705 -1.137
H -4.241 2.150 -1.390
H -4.097 2.028 -3.677
H -4.681 0.446 -3.178
H -1.849 1.178 -4.027
H -2.978 0.058 -4.746
H -1.602 -1.429 -3.660
H -2.817 -1.198 -2.416
H -0.116 -0.109 -2.546
H -0.772 -0.993 -1.392
C 3.505 -1.803 1.499
C 2.628 -2.879 0.859
C 3.111 -4.264 1.291
C 2.782 -2.779 -0.665
P 0.830 -2.497 1.230
C 0.047 -4.069 0.684
C -0.278 -4.161 -0.671
C -0.872 -5.294 -1.204
C -1.173 -6.370 -0.383
C -0.861 -6.302 0.966
C -0.251 -5.169 1.487
C 0.596 -2.335 3.082
C -0.916 -2.403 3.346
C 1.328 -3.297 4.023
C 1.043 -0.904 3.443
H 4.522 -1.902 1.113
H 3.561 -1.918 2.582
H 3.159 -0.793 1.268
H 4.132 -4.416 0.930
H 2.496 -5.058 0.867
H 3.130 -4.388 2.371
H 3.845 -2.829 -0.914
H 2.379 -1.840 -1.057
H 2.293 -3.607 -1.178
H -0.071 -3.323 -1.328
H -1.101 -5.333 -2.261
H -1.636 -7.258 -0.790
H -1.081 -7.138 1.617
H -0.008 -5.158 2.539
H -1.345 -3.384 3.147
H -1.460 -1.676 2.737
H -1.099 -2.163 4.396
H 1.130 -4.349 3.821
H 1.012 -3.095 5.051
H 2.407 -3.152 3.987
H 0.766 -0.180 2.675
H 2.120 -0.828 3.582
H 0.571 -0.609 4.384
C 3.025 2.316 -3.823
C 3.063 1.140 -2.855
C 3.556 -0.100 -3.588
O 1.694 0.893 -2.452
B 1.515 1.064 -1.063
O 2.760 1.285 -0.493
C 3.797 1.433 -1.493
C 4.329 2.855 -1.352
C 4.909 0.454 -1.156
H 2.472 2.024 -4.715
H 4.024 2.621 -4.135
H 2.529 3.182 -3.385
H 2.947 -0.254 -4.479
H 3.476 -0.989 -2.967
H 4.593 0.006 -3.904
H 3.571 3.604 -1.575
H 5.182 3.038 -2.006
H 4.657 2.999 -0.322
H 4.557 -0.575 -1.164
H 5.282 0.673 -0.156
H 5.743 0.542 -1.854
*
```

Mulliken population analysis, charges in e, atoms 1 to 99:
1 Ti 1.353
2 C -1.415
3 C -1.179
4 C 0.712
5 C -1.126
6 C -0.684
7 C -1.314
8 C -0.631
9 N 1.353
10 N 1.408
11 C -0.768
12 C 0.407
13 C -0.899
14 C -1.075
15 C -1.179
16 C -0.553
17 N 1.951
18 C -1.935
19 C 0.503
20 C -1.063
21 C -0.771
22 C -1.008
23 C -0.183
24 N 0.364
25 H 0.771
26 H 0.413
27 H 0.114
28 H 0.670
29 H 0.509
30 H 0.436
31 H 0.538
32 H 0.669
33 H -0.524
34 H 0.768
35 H 0.572
36 H 0.487
37 H 0.572
38 H 0.325
39 H 0.623
40 H 0.591
41 H 0.513
42 H 0.423
43 H 0.454
44 H 0.389
45 N -0.227
46 C -0.931
47 C -0.383
48 C -0.775
49 N 0.877
50 H -0.682
51 H 0.329
52 H 0.478
53 H 0.409
54 H 0.013
55 H 0.521
56 H 0.541
57 H 0.162
58 H 0.011
59 H -0.667
60 C -1.909
61 C 2.270
62 C -1.779
63 C -2.138
64 P 1.453
65 C 0.900
66 C -0.996
67 C -0.529
68 C -0.853
69 C -0.828
70 C -0.536
71 C 2.115
72 C -2.071
73 C -1.972
74 C -2.312
75 H 0.610
76 H 0.272
77 H 0.220
78 H 0.540
79 H 0.299
80 H 0.287
81 H 0.690
82 H 0.170
83 H 0.379
84 H 0.350
85 H 0.448
86 H 0.395
87 H 0.485
88 H 0.131
89 H 0.440
90 H 0.273
91 H 0.640
92 H 0.227
93 H 0.516
94 H 0.425
95 H 0.177
96 H 0.428
97 H 0.566
98 C -2.158
99 C 1.360